# 1
Entry from the Open Molecules 2025 dataset: the ion C9H9N4O2 with charge +1 (ωB97M-V/def2-TZVPD).

Geometry (Å):
C: -1.51005 1.76266 -0.13928
C: -3.48333 -0.41771 -0.17594
C: -1.15287 0.37790 -0.43707
C: -2.06711 -0.60506 -0.33900
C: 1.21715 0.59553 0.08486
C: -1.03348 -2.44534 0.56358
C: 2.64861 0.21714 -0.21468
C: 0.50931 -0.63753 -1.93588
C: 0.77813 1.97675 2.14397
N: -1.60956 2.81865 0.21181
N: -4.55573 -0.31432 0.13857
N: 0.24394 0.01394 -0.64030
N: 0.95232 1.19945 1.18634
O: -1.82790 -1.99993 -0.38649
O: -0.47753 -1.78566 1.40442
H: -0.91049 -3.48866 0.57010
H: 3.01759 -0.28289 -1.00948
H: 3.17120 1.18047 0.02200
H: 2.87453 -0.49663 0.56843
H: 1.45468 -0.36185 -2.39723
H: 0.68933 -1.70683 -1.79180
H: -0.40278 -0.31959 -2.54420
H: 0.60451 1.61202 3.09433
H: 0.86949 3.10750 2.02291

Values from the calculation:
HOMO	-14.176	eV
total charge	+1
largest force on an atom	0.1040	hartree/bohr
relative energy (zero: lowest compared OMol25 entry of this formula, charge and spin)	500.9	kJ/mol
total energy	-19523.2853	eV
SMILES string	C=[N+]=C(C)N(C)/C(C#N)=C(/C#N)OC=O
frontier orbital gap	9.34	eV



# 2
Entry from the Open Molecules 2025 dataset: a structure of composition C3H2EuFO2 (ωB97M-V/def2-TZVPD).

Geometry (Å):
F: 0.59921 -2.02931 0.54703
O: 0.16168 0.83025 -0.96057
O: 2.05791 -0.68513 -1.05768
C: -0.89168 0.33669 -0.11324
C: 0.01846 -0.55762 0.63355
C: 1.07805 -0.42987 -0.41402
H: -1.67702 -0.18652 -0.67999
H: 0.14967 -0.38009 1.70415
Eu: -1.49628 3.10160 0.34079

Values from the calculation:
HOMO (alpha / beta)	-6.069 / -7.487	eV
total charge	0
largest force on an atom	0.1328	hartree/bohr
total energy	-29277.1071	eV
spin multiplicity	9
⟨S²⟩	20.0094
frontier orbital gap (alpha / beta)	5.72 / 6.65	eV



# 3
Entry from the Open Molecules 2025 dataset: a structure of composition C27H45BrFeN2OP2 (ωB97M-V/def2-TZVPD).

Geometry (Å):
N: -6.43572 4.78084 -5.65506
C: -6.05409 5.11605 -4.41955
C: -5.07647 4.40890 -3.71932
C: -4.47854 3.27870 -4.36641
C: -4.86090 2.94730 -5.68351
C: -5.89869 3.72071 -6.24405
C: -3.44492 2.56928 -3.62945
Fe: -0.08754 -0.11740 -2.65065
P: 4.50921 -0.66454 -1.04644
C: -2.51276 1.63660 -3.99488
C: -1.38754 1.43840 -3.07614
C: 0.04048 1.54854 -3.52283
C: 1.05551 2.02266 -2.55492
C: 0.73146 2.23745 -1.15823
C: -0.61653 2.04101 -0.79578
C: -1.63972 1.62021 -1.68705
Br: 1.95527 2.85934 0.33880
H: -3.39256 2.90266 -2.58448
H: -2.45480 1.19804 -4.99847
H: -4.80042 4.72266 -2.69800
H: -4.41358 2.09673 -6.21498
H: -6.51703 5.99001 -3.96562
H: -6.27147 3.45875 -7.22917
H: 0.20789 1.10262 -4.54178
H: -2.67313 1.56157 -1.29546
H: 1.91966 2.58875 -3.04125
H: -0.96434 2.28929 0.20691
P: -0.66243 -2.01296 -1.74590
C: 4.33670 1.12663 -1.07731
C: 5.56916 1.93847 -1.42848
H: 3.99674 1.39893 -0.06976
H: 3.51511 1.31291 -1.78398
H: 5.40562 2.98076 -1.14978
H: 6.45309 1.57174 -0.90863
H: 5.74921 1.90180 -2.50044
C: 3.84852 -1.23238 -2.61961
C: 4.94239 -2.08024 -3.27578
H: 3.56837 -0.36194 -3.23484
H: 2.94976 -1.83804 -2.40537
H: 4.75265 -2.24323 -4.33633
H: 5.92109 -1.60076 -3.17017
H: 5.01618 -3.06049 -2.79504
C: 3.34177 -1.25521 0.21595
C: 4.20308 -1.86741 1.32342
H: 2.65073 -1.98894 -0.22303
H: 2.76908 -0.37677 0.56096
H: 3.66727 -2.62458 1.89413
H: 5.09777 -2.33343 0.90294
H: 4.54340 -1.09905 2.01957
C: -0.36644 -2.66694 -0.12624
C: -1.26260 -3.89622 -0.06366
H: -0.62422 -1.88411 0.61190
H: 0.70154 -2.91204 0.00158
H: -2.27410 -3.60124 0.22163
H: -1.31946 -4.41148 -1.03272
H: -0.86698 -4.59902 0.66911
C: 0.26249 -2.92837 -3.03729
C: -0.41233 -2.96672 -4.41299
H: 0.37884 -3.93666 -2.62452
H: 1.26656 -2.45817 -3.12001
H: -1.37160 -3.50161 -4.37509
H: -0.58733 -1.96662 -4.84755
H: 0.24654 -3.49448 -5.11962
C: -2.43936 -1.79494 -2.12414
C: -3.34673 -1.45891 -0.92653
H: -2.73456 -2.72057 -2.64520
H: -2.52000 -0.95418 -2.85242
H: -4.08580 -0.72073 -1.27446
H: -3.89035 -2.35448 -0.59287
H: -2.81523 -1.03071 -0.05052
C: -2.51981 0.14511 3.77108
C: -1.52420 0.33192 2.63838
N: -0.37722 1.02395 2.90517
O: -1.69371 -0.09222 1.48163
H: -2.08302 0.25159 4.77850
H: -2.91152 -0.86952 3.66404
H: -3.34972 0.86425 3.65766
H: 0.34475 1.03675 2.19242
H: -0.17364 1.50217 3.76926

Values from the calculation:
HOMO (alpha / beta)	-13.148 / -13.171	eV
total charge	+2
largest force on an atom	0.0510	hartree/bohr
relative energy (zero: lowest compared OMol25 entry of this formula, charge and spin)	223.9	kJ/mol
total energy	-156744.7566	eV
spin multiplicity	5
⟨S²⟩	6.0477
frontier orbital gap (alpha / beta)	7.55 / 4.10	eV



# 4
Entry from the Open Molecules 2025 dataset: a cluster of 2 separate species, C11H15N in total (ωB97M-V/def2-TZVPD).

Geometry (Å):
C: 0.17847 4.04249 0.72981
C: 0.13520 2.73545 1.62681
H: 0.80779 3.94383 -0.05450
H: -0.88302 4.33327 0.36454
H: 0.62702 4.88053 1.22743
H: 1.14288 2.86399 2.16502
H: 0.07685 1.78795 0.97295
H: -0.72734 2.77099 2.32570
C: 0.31633 -3.51062 1.40477
C: -1.28555 -1.58916 1.11456
C: -0.28352 -2.38953 0.61796
C: -0.64151 -0.45121 -0.66215
C: 0.01884 -1.69116 -0.66298
C: -0.41456 0.50912 -1.62239
C: 1.03572 -1.89633 -1.56129
C: 0.37405 0.13951 -2.66994
C: 1.06862 -1.17348 -2.70690
N: -1.56856 -0.40592 0.37977
H: -1.85564 -1.59584 2.04338
H: -2.20305 0.26388 0.57331
H: 0.19024 -3.12947 2.34711
H: 1.27556 -3.80887 0.90597
H: -1.04193 1.34143 -1.98142
H: 1.62125 -2.85385 -1.45787
H: 0.66337 0.88059 -3.36245
H: 1.75010 -1.48135 -3.58126
H: -0.37760 -4.51624 1.52407

Values from the calculation:
HOMO (alpha / beta)	1.048 / -3.521	eV
total charge	-1
largest force on an atom	0.1310	hartree/bohr
relative energy (zero: lowest compared OMol25 entry of this formula, charge and spin)	272.8	kJ/mol
total energy	-13136.7370	eV
spin multiplicity	2
⟨S²⟩	0.7618
frontier orbital gap (alpha / beta)	2.78 / 7.13	eV



Question: Which value of total charge does entry 4 give?
Answer: -1



Copy entry 4 word for word.
Entry from the Open Molecules 2025 dataset: a cluster of 2 separate species, C11H15N in total (ωB97M-V/def2-TZVPD).

Geometry (Å):
C: 0.17847 4.04249 0.72981
C: 0.13520 2.73545 1.62681
H: 0.80779 3.94383 -0.05450
H: -0.88302 4.33327 0.36454
H: 0.62702 4.88053 1.22743
H: 1.14288 2.86399 2.16502
H: 0.07685 1.78795 0.97295
H: -0.72734 2.77099 2.32570
C: 0.31633 -3.51062 1.40477
C: -1.28555 -1.58916 1.11456
C: -0.28352 -2.38953 0.61796
C: -0.64151 -0.45121 -0.66215
C: 0.01884 -1.69116 -0.66298
C: -0.41456 0.50912 -1.62239
C: 1.03572 -1.89633 -1.56129
C: 0.37405 0.13951 -2.66994
C: 1.06862 -1.17348 -2.70690
N: -1.56856 -0.40592 0.37977
H: -1.85564 -1.59584 2.04338
H: -2.20305 0.26388 0.57331
H: 0.19024 -3.12947 2.34711
H: 1.27556 -3.80887 0.90597
H: -1.04193 1.34143 -1.98142
H: 1.62125 -2.85385 -1.45787
H: 0.66337 0.88059 -3.36245
H: 1.75010 -1.48135 -3.58126
H: -0.37760 -4.51624 1.52407

Values from the calculation:
HOMO (alpha / beta)	1.048 / -3.521	eV
total charge	-1
largest force on an atom	0.1310	hartree/bohr
relative energy (zero: lowest compared OMol25 entry of this formula, charge and spin)	272.8	kJ/mol
total energy	-13136.7370	eV
spin multiplicity	2
⟨S²⟩	0.7618
frontier orbital gap (alpha / beta)	2.78 / 7.13	eV



Question: Number 1 is which compound?
Answer: C9H9N4O2



Question: Look up the largest force on an atom of the first one.
Answer: 0.1040 hartree/bohr